[1]
Entry from OMol25: a structure of composition C40H45F3N7O4ScSi (ωB97M-V/def2-TZVPD).

```
101
Properties=species:S:1:pos:R:3:lowdin_charge:R:1
Sc 0.22 0.94 0.18 0.95
O -2.31 -4.05 5.19 -0.06
C -1.35 -4.19 4.43 -0.72
O -0.62 -5.17 4.26 -0.05
C -1.02 -2.95 3.54 -0.09
C -1.69 -1.75 3.75 0.01
C -1.37 -0.65 2.97 -0.11
N -0.46 -0.69 2.00 0.07
C 0.14 -1.86 1.76 -0.19
C -0.09 -2.99 2.52 0.05
C 1.04 -1.91 0.53 -0.61
O 1.61 -2.96 0.24 0.04
O 1.08 -0.84 -0.17 -0.17
H -2.46 -1.70 4.51 0.11
H -1.86 0.31 3.12 0.10
H 0.44 -3.90 2.29 0.12
C 6.19 -1.34 1.87 -0.10
C 5.30 -1.45 0.82 -0.07
C 4.12 -0.73 0.81 -0.03
C 3.80 0.13 1.87 -0.26
C 4.71 0.21 2.94 -0.03
C 5.88 -0.51 2.94 -0.10
N 2.57 0.78 1.89 0.08
N 2.50 1.72 2.77 0.08
C 1.30 2.32 2.98 -0.32
C 1.22 3.02 4.20 -0.05
C 0.08 3.72 4.53 -0.12
C -1.02 3.67 3.67 -0.10
C -0.94 2.95 2.49 -0.14
C 0.22 2.30 2.05 -0.14
H 7.11 -1.91 1.88 0.09
H 5.52 -2.12 0.00 0.11
H 3.43 -0.85 0.00 0.09
H 4.45 0.83 3.79 0.10
H 6.56 -0.45 3.78 0.09
H 2.05 2.95 4.90 0.10
H 0.02 4.28 5.46 0.09
H -1.93 4.19 3.93 0.09
H -1.83 2.90 1.87 0.08
F 6.06 -0.54 -4.55 0.13
C 6.05 0.65 -3.93 -0.57
F 7.24 0.76 -3.31 0.13
F 6.09 1.57 -4.92 0.12
C 4.88 0.84 -3.01 -0.11
C 5.03 1.50 -1.79 0.02
C 3.90 1.68 -1.01 -0.13
N 2.68 1.28 -1.37 0.08
C 2.55 0.65 -2.53 -0.09
C 3.61 0.40 -3.39 0.03
H 6.00 1.84 -1.47 0.12
H 3.98 2.17 -0.05 0.11
H 1.55 0.35 -2.80 0.09
H 3.47 -0.14 -4.31 0.12
C 1.26 4.30 -0.42 -0.06
C 0.42 3.74 -1.52 -0.40
C -0.12 4.43 -2.59 -0.11
C -0.79 3.49 -3.37 -0.11
C -0.62 2.27 -2.74 -0.41
C -1.06 0.93 -3.27 -0.07
N 0.11 2.41 -1.60 -0.03
H 1.79 5.18 -0.76 0.07
H 1.98 3.55 -0.08 0.04
H 0.65 4.59 0.44 0.06
H -0.03 5.49 -2.77 0.08
H -1.35 3.66 -4.28 0.08
H -2.04 1.01 -3.72 0.07
H -1.11 0.20 -2.46 0.02
H -0.36 0.57 -4.03 0.06
C -5.67 -0.31 1.58 -0.19
Si -5.03 0.68 0.06 0.46
C -5.92 0.04 -1.52 -0.19
C -5.50 2.52 0.30 -0.20
C -3.20 0.59 -0.06 -0.22
C -1.98 0.63 -0.08 -0.15
H -6.76 -0.34 1.65 0.01
H -5.29 0.13 2.49 0.02
H -5.31 -1.33 1.54 0.01
H -7.00 0.17 -1.48 0.01
H -5.72 -1.02 -1.67 0.01
H -5.55 0.57 -2.39 0.02
H -6.57 2.71 0.37 0.01
H -5.12 3.11 -0.52 0.02
H -5.04 2.90 1.21 0.01
C -2.90 -3.10 -3.06 -0.05
C -2.20 -3.47 -1.75 -0.64
C -1.56 -4.87 -1.85 -0.06
C -3.20 -3.43 -0.60 -0.03
N -1.22 -2.43 -1.52 -0.06
N -0.04 -2.60 -2.31 0.02
H -3.64 -3.85 -3.34 0.07
H -2.16 -3.01 -3.85 0.07
H -3.39 -2.14 -2.94 0.07
H -2.32 -5.64 -1.99 0.07
H -1.01 -5.08 -0.94 0.08
H -0.87 -4.90 -2.69 0.06
H -4.03 -4.10 -0.79 0.08
H -3.57 -2.42 -0.47 0.06
H -2.72 -3.74 0.33 0.08
H -1.01 -2.37 -0.52 0.08
H 0.43 -1.69 -2.29 0.04
H 0.61 -3.25 -1.86 0.06
```

- Net charge: -2
- Relative energy (zero: lowest compared OMol25 entry of this formula, charge and spin): 163.4 kJ/mol
- Spin multiplicity: 1
- LUMO level: 3.35 eV

=====

[2]
Entry from OMol25: a structure of composition C40H45GeN5O2SSc (ωB97M-V/def2-TZVPD).

```
95
Properties=species:S:1:pos:R:3:lowdin_charge:R:1
Sc -1.02 -0.27 0.44 1.08
C -2.50 -0.09 3.36 -0.08
N -2.30 -1.12 2.32 -0.18
C -3.61 -1.56 1.78 -0.10
C -4.18 -0.53 0.84 -0.27
C -5.38 0.12 1.06 0.00
C -5.83 1.03 0.12 -0.02
C -5.06 1.25 -1.01 -0.02
C -3.86 0.57 -1.14 -0.10
N -3.42 -0.30 -0.23 0.07
C -1.56 -2.30 2.85 -0.09
C -0.06 -2.15 2.84 -0.25
C 0.73 -2.76 3.79 0.01
C 2.11 -2.68 3.66 -0.02
C 2.66 -1.99 2.59 -0.02
C 1.79 -1.41 1.69 -0.09
N 0.46 -1.48 1.81 0.02
C -1.41 0.97 3.46 -0.24
C -1.50 1.94 4.44 0.00
C -0.55 2.94 4.48 -0.03
C 0.48 2.93 3.54 -0.03
C 0.49 1.91 2.61 -0.09
N -0.44 0.95 2.56 0.06
H -3.43 0.43 3.15 0.13
H -2.61 -0.57 4.33 0.14
H -3.42 -2.46 1.20 0.13
H -4.31 -1.80 2.58 0.14
H -5.96 -0.10 1.95 0.12
H -6.76 1.56 0.26 0.12
H -5.37 1.95 -1.78 0.12
H -3.23 0.73 -2.01 0.12
H -1.91 -2.56 3.85 0.14
H -1.79 -3.14 2.20 0.13
H 0.28 -3.29 4.61 0.13
H 2.76 -3.15 4.40 0.12
H 3.73 -1.91 2.45 0.12
H 2.17 -0.86 0.83 0.10
H -2.30 1.91 5.17 0.13
H -0.60 3.72 5.23 0.12
H 1.24 3.69 3.52 0.12
H 1.29 1.85 1.87 0.10
O -1.88 1.73 0.51 -0.06
C -0.97 2.12 -0.28 -0.54
O -0.08 1.25 -0.62 -0.16
C -0.94 3.50 -0.80 -0.14
C -1.51 4.48 0.03 -0.02
C -1.66 5.78 -0.40 -0.07
C -1.25 6.11 -1.69 -0.06
C -0.68 5.16 -2.51 -0.11
C -0.50 3.83 -2.09 -0.53
S 0.16 2.75 -3.35 0.69
H -1.83 4.18 1.02 0.12
H -2.09 6.52 0.25 0.11
H -1.38 7.12 -2.05 0.11
H -0.35 5.42 -3.51 0.10
C 5.73 -0.07 -0.56 -0.10
C 4.32 0.44 -0.33 -0.29
C 4.14 1.90 -0.76 -0.28
C 2.66 2.31 -0.88 -0.32
Ge 1.89 1.57 -2.50 0.70
C 1.52 -0.34 -2.53 -0.35
C 2.50 -1.11 -3.42 -0.28
C 2.28 -2.63 -3.38 -0.24
C 2.63 -3.27 -2.04 -0.10
H 5.86 -1.09 -0.18 0.07
H 6.47 0.56 -0.06 0.08
H 5.97 -0.09 -1.62 0.08
H 4.06 0.36 0.73 0.10
H 3.61 -0.19 -0.88 0.07
H 4.65 2.05 -1.72 0.10
H 4.64 2.55 -0.04 0.11
H 2.55 3.40 -0.93 0.08
H 2.10 1.96 -0.01 0.03
H 2.93 1.82 -3.61 0.00
H 0.49 -0.48 -2.88 0.05
H 1.55 -0.71 -1.50 0.03
H 3.53 -0.89 -3.14 0.10
H 2.38 -0.76 -4.45 0.11
H 2.90 -3.09 -4.16 0.11
H 1.24 -2.85 -3.64 0.09
H 3.69 -3.13 -1.80 0.08
H 2.43 -4.34 -2.04 0.07
H 2.04 -2.84 -1.22 0.04
N -1.10 -6.25 -4.34 0.16
C -1.05 -5.35 -3.63 -0.17
C -0.99 -4.22 -2.73 -0.24
C -0.40 -4.35 -1.48 -0.05
C -0.37 -3.26 -0.62 -0.15
C -0.91 -2.01 -0.95 -0.21
C -1.49 -1.93 -2.23 -0.14
C -1.53 -2.99 -3.11 -0.03
H 0.04 -5.30 -1.19 0.12
H 0.12 -3.41 0.34 0.08
H -1.92 -0.99 -2.57 0.08
H -1.99 -2.88 -4.09 0.12
```

- Net charge: +1
- Relative energy (zero: lowest compared OMol25 entry of this formula, charge and spin): 73.6 kJ/mol
- Spin multiplicity: 1
- LUMO level: -2.72 eV

=====

[3]
Entry from OMol25: a structure of composition C40H45IOPS5W (ωB97M-V/def2-TZVPD).

```
94
Properties=species:S:1:pos:R:3:lowdin_charge:R:1
W 0.17 -0.18 -0.78 0.97
C 4.54 -1.83 1.77 -0.47
C 4.89 -0.43 2.18 -0.52
S 4.73 0.85 0.92 0.73
C 6.12 0.45 -0.24 -0.46
C 5.82 -0.27 -1.57 -0.48
S 4.22 0.29 -2.26 0.80
C 3.77 -1.00 -3.47 -0.47
C 2.24 -1.12 -3.61 -0.42
S 1.34 -1.90 -2.21 0.83
C 2.44 -3.13 -1.58 -0.50
C 3.53 -2.68 -0.61 -0.53
S 2.89 -2.16 0.99 0.85
H 4.57 -2.51 2.67 0.11
H 5.27 -2.25 1.06 0.08
H 5.87 -0.32 2.57 0.08
H 4.16 -0.13 2.94 0.08
H 6.90 -0.12 0.31 0.11
H 6.47 1.47 -0.38 0.07
H 5.81 -1.35 -1.46 0.07
H 6.62 -0.03 -2.28 0.10
H 4.22 -1.94 -3.15 0.08
H 4.17 -0.68 -4.42 0.09
H 1.99 -1.67 -4.52 0.11
H 1.83 -0.16 -3.75 0.05
H 2.85 -3.52 -2.48 0.09
H 1.76 -3.87 -1.19 0.05
H 4.13 -1.86 -1.06 0.00
H 4.29 -3.48 -0.51 0.12
I 1.82 1.73 -0.07 1.25
C 0.51 3.15 -0.99 -0.54
C 1.11 3.84 -2.01 -0.15
C 0.48 5.00 -2.51 -0.04
C -0.53 5.61 -1.79 0.04
C -1.06 4.95 -0.63 -0.12
C -2.00 5.62 0.20 0.02
C -2.41 5.01 1.33 -0.03
C -2.10 3.68 1.58 -0.06
C -1.23 2.96 0.81 -0.29
P -1.39 1.11 0.85 1.02
C -3.11 0.70 0.53 -0.37
C -3.96 1.48 -0.20 -0.09
C -5.31 1.20 -0.28 -0.04
C -5.82 0.05 0.33 -0.03
C -4.94 -0.80 1.01 -0.06
C -3.60 -0.49 1.11 -0.11
C -1.15 0.56 2.62 -0.36
C -2.11 0.85 3.59 -0.07
C -1.78 0.62 4.95 -0.04
C -0.49 0.28 5.32 -0.04
C 0.46 -0.05 4.31 -0.04
C 0.08 0.12 2.96 -0.17
C -0.59 3.66 -0.24 -0.22
H 2.00 3.45 -2.52 0.11
H 0.87 5.50 -3.39 0.13
H -0.92 6.57 -2.13 0.14
H -2.32 6.60 -0.07 0.13
H -3.19 5.39 1.99 0.13
H -2.69 3.12 2.31 0.11
H -3.66 2.38 -0.68 0.11
H -5.92 1.91 -0.83 0.12
H -6.92 -0.11 0.30 0.14
H -5.29 -1.64 1.53 0.10
H -2.99 -1.20 1.69 0.09
H -3.11 1.11 3.37 0.10
H -2.60 0.77 5.68 0.13
H -0.14 0.19 6.35 0.13
H 1.47 -0.32 4.56 0.11
H 0.80 -0.19 2.21 0.03
C -2.88 0.48 -4.53 -0.03
C -3.06 -0.66 -3.70 -0.02
C -2.20 -0.73 -2.59 -0.13
C -1.10 0.11 -2.40 -0.36
C -0.93 1.18 -3.34 -0.11
C -1.84 1.39 -4.33 -0.07
H -3.59 0.73 -5.32 0.12
H -3.92 -1.35 -3.79 0.13
H -2.31 -1.62 -1.91 0.09
H -0.14 1.92 -3.14 0.08
H -1.72 2.20 -5.08 0.13
O -0.57 -1.63 0.47 -0.73
S -0.28 -3.24 0.52 1.06
C -1.94 -3.99 0.31 -0.25
C -2.41 -4.48 1.70 -0.17
C -1.66 -3.72 2.85 -0.14
C -0.21 -3.56 2.28 -0.30
H -1.84 -4.69 -0.49 0.10
H -2.57 -3.19 -0.06 0.08
H -2.21 -5.52 1.78 0.11
H -3.47 -4.32 1.83 0.12
H -1.59 -4.22 3.80 0.13
H -2.11 -2.75 3.06 0.10
H 0.36 -4.45 2.30 0.10
H 0.34 -2.75 2.75 0.08
```

- Net charge: +3
- Relative energy (zero: lowest compared OMol25 entry of this formula, charge and spin): 18.3 kJ/mol
- Spin multiplicity: 3
- ⟨S²⟩: 2.0340
- LUMO level (spin up / spin down): -9.29 / -9.20 eV

=====

[4]
Entry from OMol25: a structure of composition C40H45N12O5S2Tl (ωB97M-V/def2-TZVPD).

```
105
Properties=species:S:1:pos:R:3:lowdin_charge:R:1
Tl -0.16 -0.21 0.06 1.23
C 3.40 5.64 -3.14 -0.03
C 2.75 4.65 -2.22 -0.25
C 2.28 4.99 -0.97 0.04
C 1.76 4.04 -0.07 -0.10
C 1.30 4.51 1.18 0.01
N 0.89 3.76 2.14 0.08
C 0.29 4.27 3.38 -0.13
C 1.32 4.36 4.51 -0.14
C 1.38 3.09 5.36 -0.14
N 2.16 2.02 4.74 0.09
C 1.68 1.03 4.02 0.02
C 2.42 -0.02 3.48 -0.10
C 3.76 -0.29 3.85 0.04
C 4.48 -1.31 3.29 -0.24
C 5.86 -1.68 3.77 -0.03
C 3.89 -2.00 2.21 0.05
C 2.60 -1.79 1.80 -0.10
C 2.11 -2.49 0.61 -0.05
N 1.01 -2.30 -0.01 -0.01
C 0.76 -3.11 -1.20 -0.20
C 0.40 -2.24 -2.38 -0.19
C 1.50 -1.24 -2.68 -0.19
N 1.39 -0.04 -1.85 -0.01
C 1.93 1.01 -2.35 -0.08
C 2.06 2.33 -1.77 -0.13
C 2.58 3.32 -2.60 0.04
C 1.71 2.64 -0.42 -0.28
O 1.43 1.73 0.44 -0.11
C 1.75 -0.88 2.52 -0.33
O 0.50 -0.91 2.32 -0.11
H 3.70 6.55 -2.61 0.08
H 2.72 5.94 -3.94 0.09
H 4.29 5.20 -3.60 0.09
H 2.34 6.03 -0.65 0.14
H 1.28 5.59 1.34 0.16
H 0.72 2.79 1.89 0.10
H -0.51 3.58 3.65 0.13
H -0.15 5.24 3.18 0.14
H 1.04 5.19 5.17 0.13
H 2.30 4.59 4.10 0.12
H 0.38 2.72 5.56 0.13
H 1.85 3.33 6.32 0.13
H 3.16 2.06 4.87 0.15
H 0.61 1.05 3.81 0.11
H 4.23 0.30 4.63 0.12
H 6.22 -0.98 4.52 0.08
H 6.57 -1.70 2.94 0.09
H 5.85 -2.68 4.22 0.09
H 4.50 -2.73 1.68 0.14
H 2.82 -3.24 0.22 0.15
H -0.08 -3.79 -0.98 0.11
H 1.63 -3.73 -1.45 0.13
H -0.53 -1.71 -2.19 0.04
H 0.24 -2.88 -3.25 0.14
H 1.52 -1.00 -3.74 0.13
H 2.47 -1.70 -2.44 0.13
H 2.37 0.94 -3.35 0.14
H 2.89 3.04 -3.61 0.14
N -3.56 -3.35 -1.73 0.07
C -2.67 -3.09 -0.76 -0.12
N -2.21 -1.87 -0.93 0.08
C -2.86 -1.42 -2.03 -0.33
N -3.69 -2.29 -2.54 0.16
C -2.62 -0.10 -2.63 -0.20
C -3.40 0.35 -3.69 -0.04
N -3.16 1.52 -4.28 0.13
C -2.15 2.24 -3.83 -0.07
C -1.38 1.81 -2.75 -0.08
N -1.62 0.65 -2.16 0.11
H -4.08 -4.19 -1.91 0.17
H -2.39 -3.78 0.02 0.15
H -4.23 -0.25 -4.07 0.13
H -1.94 3.19 -4.32 0.13
H -0.57 2.42 -2.35 0.11
C -3.66 -2.92 5.39 -0.06
N -2.91 -1.98 4.55 -0.04
C -3.34 -0.89 3.91 -0.83
S -2.20 0.34 3.55 0.67
N -4.60 -0.74 3.51 -0.03
C -5.69 -1.71 3.50 -0.06
H -3.08 -3.12 6.29 0.09
H -3.84 -3.86 4.88 0.08
H -4.61 -2.49 5.69 0.08
H -1.91 -2.01 4.65 0.11
H -4.80 0.17 3.11 0.11
H -6.27 -1.67 4.42 0.09
H -5.31 -2.72 3.35 0.08
H -6.36 -1.47 2.68 0.08
O -2.42 4.48 -1.92 -0.30
S -2.99 4.34 -0.60 0.65
O -3.63 5.47 -0.01 -0.26
N -1.82 3.75 0.40 0.01
C -2.03 2.49 0.70 -0.52
O -1.23 1.78 1.41 -0.21
C -3.33 1.93 0.17 -0.16
C -3.84 0.67 0.36 -0.06
C -5.08 0.37 -0.20 -0.07
C -5.78 1.33 -0.93 -0.05
C -5.25 2.60 -1.14 -0.01
C -4.02 2.88 -0.57 -0.19
H -3.28 -0.07 0.93 0.07
H -5.53 -0.61 -0.05 0.11
H -6.74 1.08 -1.36 0.12
H -5.79 3.34 -1.71 0.13
```

- Net charge: +2
- Relative energy (zero: lowest compared OMol25 entry of this formula, charge and spin): 32.4 kJ/mol
- Spin multiplicity: 1
- LUMO level: -7.43 eV

=====

[5]
Entry from OMol25: a structure of composition C40H45N7Rh (ωB97M-V/def2-TZVPD).

```
93
Properties=species:S:1:pos:R:3:lowdin_charge:R:1
Rh 0.86 0.63 0.09 0.99
C -3.80 -1.17 2.13 -0.02
C -3.73 -2.61 2.54 -0.21
C -4.66 -3.14 3.43 -0.03
C -4.63 -4.47 3.80 -0.07
C -3.67 -5.31 3.27 -0.07
C -2.74 -4.81 2.38 -0.01
C -2.76 -3.47 2.02 -0.22
N -1.82 -3.01 1.06 0.14
C -0.96 -1.96 1.23 -0.37
N -0.69 -1.68 2.52 0.16
C 0.07 -0.64 3.04 -0.21
C 0.71 0.29 2.22 -0.13
C 1.42 1.33 2.80 -0.15
C 1.51 1.45 4.18 -0.08
C 0.91 0.49 4.99 -0.05
C 0.19 -0.55 4.44 -0.21
C -0.45 -1.59 5.33 -0.04
N -0.42 -1.34 0.21 0.09
C -0.82 -1.76 -1.08 -0.31
C -1.97 -1.23 -1.66 -0.05
C -2.35 -1.60 -2.93 -0.08
C -1.57 -2.50 -3.65 -0.07
C -0.45 -3.06 -3.06 -0.04
C -0.06 -2.72 -1.77 -0.25
C 1.10 -3.38 -1.09 -0.03
H -4.80 -0.79 2.29 0.09
H -3.54 -1.06 1.08 0.07
H -3.11 -0.56 2.72 0.08
H -5.42 -2.48 3.83 0.12
H -5.37 -4.85 4.48 0.11
H -3.65 -6.36 3.54 0.11
H -1.99 -5.46 1.95 0.11
H -1.90 -3.38 0.12 0.15
H -1.15 -2.28 3.19 0.12
H 1.90 2.09 2.19 0.08
H 2.05 2.27 4.62 0.10
H 1.00 0.57 6.06 0.11
H -0.21 -1.38 6.37 0.08
H -0.08 -2.59 5.10 0.09
H -1.53 -1.58 5.23 0.08
H -2.55 -0.51 -1.11 0.11
H -3.25 -1.19 -3.37 0.11
H -1.85 -2.78 -4.65 0.11
H 0.13 -3.79 -3.60 0.12
H 1.82 -3.75 -1.82 0.08
H 0.74 -4.23 -0.51 0.09
H 1.59 -2.69 -0.41 0.06
C 0.79 0.43 -6.33 -0.03
C 0.77 0.44 -4.84 -0.24
C 1.74 -0.22 -4.09 -0.01
C 1.63 -0.29 -2.72 -0.13
N 0.62 0.30 -2.03 -0.05
C -0.29 0.99 -2.75 -0.13
C -0.24 1.09 -4.12 -0.01
H 1.44 -0.35 -6.71 0.08
H 1.14 1.39 -6.72 0.09
H -0.22 0.27 -6.72 0.09
H 2.55 -0.74 -4.57 0.12
H 2.34 -0.86 -2.14 0.10
H -1.09 1.45 -2.20 0.11
H -1.00 1.65 -4.64 0.13
C 1.57 3.88 -2.58 -0.08
N 1.97 4.54 -1.36 -0.27
C 3.34 5.00 -1.35 -0.09
C 1.58 3.84 -0.17 -0.19
C 0.09 3.64 -0.04 -0.24
C -0.79 4.72 -0.12 -0.03
C -2.14 4.52 0.08 -0.08
C -2.62 3.26 0.39 -0.09
C -1.76 2.18 0.46 -0.11
C -0.40 2.37 0.22 -0.14
H 1.87 4.48 -3.43 0.09
H 0.48 3.78 -2.58 0.08
H 2.00 2.87 -2.67 0.08
H 3.54 5.55 -2.27 0.09
H 4.07 4.17 -1.27 0.08
H 3.48 5.67 -0.51 0.09
H 1.94 4.40 0.70 0.14
H 2.03 2.80 -0.14 0.08
H -0.39 5.70 -0.35 0.12
H -2.83 5.35 0.01 0.10
H -3.67 3.11 0.59 0.10
H -2.14 1.20 0.70 0.08
N 5.06 -0.27 0.90 0.09
C 5.34 0.53 -0.16 -0.07
C 4.13 0.94 -0.65 -0.14
N 3.13 0.41 0.11 -0.03
C 3.72 -0.32 1.03 -0.17
H 5.73 -0.72 1.50 0.17
H 6.33 0.74 -0.48 0.12
H 3.93 1.57 -1.49 0.09
H 3.21 -0.87 1.80 0.13
```

- Net charge: +1
- Spin multiplicity: 1
- LUMO level (spin up / spin down): -3.28 / -3.34 eV